[1]
Density functional theory data (wB97M-V/def2-TZVPD) for an isolated molecule of C25H28N6O3 at a distorted geometry.

## Properties
HOMO level in eV: -7.54
DFT total energy in eV: -41462.0340
Lowest unoccupied orbital energy in eV: 0.1
SMILES string: COc1cc2cc([C@@H](c3nnnn3C(C)(C)C)N3CCc4ccccc43)c(=O)[nH]c2cc1OC
HOMO-LUMO gap in eV: 7.643

```
! RIJCOSX wB97M-V def2-TZVPD def2/J DEFGRID3
* xyz 0 1
C -0.07738 3.07551 5.41924
O -0.02363 4.04744 4.40264
C -0.03112 3.62631 3.11264
C -0.09793 2.31862 2.69836
C -0.09872 1.99124 1.33131
C -0.17112 0.65322 0.85858
C -0.18021 0.37156 -0.46650
C -0.26705 -1.04911 -0.97998
C 0.97085 -1.73048 -0.50279
N 1.11738 -2.13276 0.74212
N 2.34686 -2.60865 0.84436
N 2.96296 -2.51737 -0.25483
N 2.13841 -1.96795 -1.15797
C 2.65046 -1.67074 -2.49438
C 3.78382 -2.66326 -2.76792
C 1.57216 -1.81576 -3.56967
C 3.19333 -0.23873 -2.47457
N -1.43710 -1.72450 -0.45383
C -2.68136 -0.96459 -0.38925
C -3.78750 -2.01787 -0.23453
C -3.10585 -3.27279 -0.69791
C -3.63420 -4.51087 -0.96978
C -2.78228 -5.52801 -1.38849
C -1.42791 -5.28549 -1.52109
C -0.88694 -4.03706 -1.24620
C -1.73299 -3.02401 -0.82529
C -0.07310 1.42320 -1.46169
O -0.01683 1.24734 -2.67199
N -0.01627 2.69778 -0.94587
C -0.02750 3.02341 0.38310
C 0.03927 4.35689 0.79788
C 0.03738 4.66999 2.14124
O 0.09834 5.91952 2.64993
C 0.17567 7.00950 1.76329
H 0.78187 2.39899 5.37419
H -1.00241 2.49226 5.36860
H -0.05163 3.63018 6.35544
H -0.14799 1.50892 3.40746
H -0.21216 -0.16161 1.56781
H -0.30153 -1.00683 -2.07682
H 4.55146 -2.58650 -2.00379
H 4.22522 -2.45420 -3.73843
H 3.40208 -3.68161 -2.76802
H 0.95278 -2.69305 -3.39358
H 0.94566 -0.92898 -3.62553
H 2.05592 -1.93363 -4.53612
H 2.38574 0.47256 -2.31858
H 3.92845 -0.12262 -1.68067
H 3.66678 -0.01522 -3.42644
H -2.65421 -0.26743 0.45088
H -2.81740 -0.38189 -1.31364
H -4.67370 -1.77831 -0.82236
H -4.08958 -2.11671 0.81084
H -4.69499 -4.68886 -0.86834
H -3.18038 -6.50616 -1.61160
H -0.77213 -6.07918 -1.84865
H 0.17470 -3.88338 -1.35375
H 0.05167 3.44349 -1.62878
H 0.09365 5.13022 0.04798
H 1.07827 6.96169 1.14569
H -0.70635 7.06544 1.11724
H 0.21723 7.89643 2.39284
*
```

[2]
Density functional theory data (wB97M-V/def2-TZVPD) for a structure of composition C60H51CuO4P2Te at a distorted geometry.

## Properties
HOMO level in eV: -7.13
DFT total energy in eV: -141746.9254
Lowest unoccupied orbital energy in eV: 0.6
HOMO-LUMO gap in eV: 7.727

```
! RIJCOSX wB97M-V def2-TZVPD def2/J DEFGRID3
* xyz 0 1
Cu 0.46646 0.51272 0.52272
C -1.83245 6.51859 2.65603
O -2.02913 6.58640 1.31379
C -1.72502 5.40161 0.64645
C -1.80227 5.42464 -0.75289
C -1.65207 4.31871 -1.51103
C -1.20058 3.12203 -0.95001
C -1.07483 1.92020 -1.75452
C -1.29872 2.11593 -3.26885
O -0.72502 0.81249 -1.34410
C -1.08720 3.01431 0.51260
O -0.89404 1.93102 1.18317
C -1.19803 4.25140 1.24011
H -1.97605 7.48807 3.09637
H -0.82326 6.20076 2.97421
H -2.46621 5.89493 3.26277
H -2.15430 6.34843 -1.14593
H -1.87137 4.43160 -2.57168
H -0.49742 2.72540 -3.70863
H -2.22799 2.66466 -3.40193
H -1.34660 1.16230 -3.74611
H -1.18252 4.15858 2.32090
C 4.68711 -3.08210 -2.19785
C 5.24488 -2.70720 -0.81040
C 6.63788 -3.39672 -0.73286
C 5.34351 -1.24881 -0.73656
C 6.50331 -0.52016 -0.85860
C 6.43393 0.88811 -0.81598
C 5.25422 1.52018 -0.67210
C 4.07869 0.78970 -0.49935
P 2.51220 1.72591 -0.00793
C 3.04566 2.39868 1.60425
C 4.32913 2.36653 2.21150
C 4.40874 2.82909 3.52252
C 3.31127 3.39826 4.19460
C 2.09191 3.41173 3.55106
C 1.93497 2.80881 2.34963
C 2.59953 3.09817 -1.15461
C 2.52165 2.72937 -2.52281
C 2.79346 3.60695 -3.52819
C 3.11993 4.91305 -3.14110
C 3.17415 5.36278 -1.84889
C 2.96245 4.40203 -0.85165
C 4.11383 -0.60121 -0.56387
O 2.91978 -1.29467 -0.43887
C 3.05173 -2.42690 0.38395
C 1.91840 -2.73296 1.08199
C 2.09511 -3.86125 1.95883
C 3.28753 -4.57296 1.92099
C 4.34400 -4.24953 1.07139
C 4.24792 -3.13380 0.24103
P 0.42592 -1.61479 0.86474
C -0.57233 -2.20671 2.28315
C -1.06607 -1.31437 3.19854
C -1.81107 -1.83452 4.30965
C -2.18491 -3.18287 4.28930
C -1.81670 -4.03210 3.25806
C -0.96477 -3.55171 2.30916
C -0.46097 -2.32949 -0.56171
C -1.63279 -1.75389 -0.99117
C -2.29828 -2.31789 -2.05573
C -1.86461 -3.40717 -2.76866
C -0.63097 -3.91104 -2.42645
C 0.01068 -3.42718 -1.30171
H 5.29968 -2.63270 -2.98889
H 3.65850 -2.74981 -2.35704
H 4.68503 -4.16760 -2.33370
H 7.22353 -2.93157 -1.49601
H 6.43024 -4.46433 -0.97309
H 7.10019 -3.34522 0.26049
H 7.44705 -1.07292 -0.88213
H 7.36717 1.42068 -1.04258
H 5.29710 2.61198 -0.74366
H 5.26132 2.12739 1.70796
H 5.33033 2.69203 4.10500
H 3.48158 3.84243 5.15587
H 1.19116 3.83744 3.99816
H 1.00429 2.78553 1.82136
H 2.34016 1.67807 -2.74871
H 2.75413 3.35381 -4.63154
H 3.39395 5.62079 -3.91010
H 3.50930 6.34427 -1.63853
H 2.95972 4.77967 0.16023
H 1.29210 -4.16493 2.58023
H 3.43353 -5.34529 2.65803
H 5.21347 -4.89064 0.95283
H -0.73658 -0.31752 3.10973
H -2.15994 -1.19449 5.11890
H -2.76068 -3.59039 5.11255
H -1.98823 -5.09336 3.29094
H -0.69577 -4.28608 1.60184
H -1.98483 -0.78058 -0.65055
H -3.13824 -1.78542 -2.43075
H -2.45114 -3.79965 -3.58790
H -0.21148 -4.75361 -3.01666
H 0.97828 -3.87736 -1.00896
Te -6.05393 -0.13944 1.18210
C -6.71050 -2.17046 1.28286
C -8.01377 -2.58558 1.07454
C -8.34753 -3.94881 0.95294
C -7.30347 -4.87420 1.03762
C -5.97447 -4.48521 1.23504
C -5.69843 -3.10576 1.28688
C -5.66236 -0.11932 -0.90104
C -5.86788 -1.19068 -1.78347
C -5.71475 -0.98715 -3.13549
C -5.32318 0.26157 -3.66380
C -5.13275 1.30231 -2.78147
C -5.27129 1.08059 -1.43717
H -8.82416 -1.85505 0.97691
H -9.40771 -4.29949 0.76312
H -7.54990 -5.91561 1.01897
H -5.18362 -5.22862 1.38433
H -4.68086 -2.84075 1.39244
H -6.26653 -2.11484 -1.35833
H -5.87959 -1.77840 -3.85921
H -5.16050 0.40938 -4.68804
H -4.98416 2.34222 -3.10056
H -5.01496 1.85060 -0.76323
*
```